No. 1
Entry from the OMol25 dataset: a cluster of 5 separate species, C2H15N2O4 in total (ωB97M-V/def2-TZVPD).

Energy above the lowest of the compared OMol25 structures with the same formula, charge and spin = 27.8 kcal per mole
Largest force on an atom = 1.8 eV/Å
HOMO energy = -12.44 eV
Total energy = -495.42800 a.u.
Kohn-Sham gap = 9.7 eV

Geometry as ORCA input:
```
! wB97M-V def2-TZVPD RIJCOSX def2/J DEFGRID3
* xyz 1 1
C -0.469 1.006 1.244
C -0.802 0.287 0.154
N -1.520 -0.863 0.187
N 0.547 2.073 1.067
H -1.031 0.994 2.162
H -0.410 0.567 -0.818
H -1.810 -1.183 -0.726
H -2.235 -1.024 0.909
H 1.443 1.643 0.855
H 0.616 2.620 1.926
H 0.272 2.725 0.333
H -2.365 -1.951 3.046
H -3.356 -2.768 2.239
O -2.923 -1.902 2.259
H 1.717 0.073 -3.406
H 1.388 -0.855 -2.269
O 1.073 -0.031 -2.693
H 1.801 -3.069 -0.772
H 0.945 -1.839 -0.373
O 1.587 -2.161 -1.018
H 2.537 2.300 -1.431
H 1.374 1.255 -1.663
O 1.619 2.103 -1.214
*
```



No. 2
Entry from the OMol25 dataset: the molecule C16H21NO (ωB97M-V/def2-TZVPD).

Energy above the lowest of the compared OMol25 structures with the same formula, charge and spin = 133.6 kcal per mole
Largest force on an atom = 4.2 eV/Å
HOMO energy = -8.31 eV
Total energy = -752.10700 a.u.
Kohn-Sham gap = 9.2 eV

Geometry as ORCA input:
```
! wB97M-V def2-TZVPD RIJCOSX def2/J DEFGRID3
* xyz 0 1
C 0.133 -1.464 0.599
C 0.870 -2.295 1.050
O 3.222 -7.863 0.415
C -1.792 -0.057 -0.165
C 0.491 0.848 -0.021
C -2.269 1.291 -0.393
C -0.082 2.173 -0.286
C -0.456 -0.252 -0.004
C -1.449 2.444 -0.409
N -1.046 7.212 -1.525
C 1.881 -3.234 1.431
C 2.071 -6.964 0.412
C 1.460 -4.619 0.997
C 2.653 -5.616 0.898
C -1.534 5.885 -1.967
C -2.261 4.692 0.349
C -1.283 4.977 -0.789
C -2.075 3.726 -0.681
H 3.032 -8.730 -0.010
H -2.437 -0.903 -0.007
H 1.517 0.744 0.317
H -3.405 1.350 -0.573
H 0.649 2.930 -0.423
H -0.117 7.273 -1.108
H -1.767 7.648 -0.907
H 2.046 -3.305 2.499
H 2.816 -2.964 1.058
H 1.258 -7.376 1.051
H 1.708 -6.818 -0.639
H 0.783 -5.066 1.750
H 0.984 -4.540 0.029
H 2.951 -5.655 1.926
H 3.465 -5.262 0.262
H -1.025 5.483 -2.871
H -2.648 6.041 -2.166
H -1.791 4.405 1.271
H -3.215 5.148 0.429
H -0.251 4.966 -0.547
H -3.089 3.747 -1.251
*
```



No. 3
Entry from the OMol25 dataset: the ion C2NO2S2 with charge -1 (ωB97M-V/def2-TZVPD).

Energy above the lowest of the compared OMol25 structures with the same formula, charge and spin = 0.0 kcal per mole
Largest force on an atom = 2.5 eV/Å
HOMO energy = -4.20 eV
Total energy = -1077.93661 a.u.
Kohn-Sham gap = 7.7 eV

Geometry as ORCA input:
```
! wB97M-V def2-TZVPD RIJCOSX def2/J DEFGRID3
* xyz -1 1
C -0.248 -0.688 -0.972
C 0.648 0.166 0.995
N 0.461 -0.775 0.117
O -0.540 -1.504 -1.827
O 1.298 0.125 2.062
S -1.216 1.095 -1.083
S -0.404 1.581 0.708
*
```



No. 4
Entry from the OMol25 dataset: the molecule C5H9N (ωB97M-V/def2-TZVPD).

Energy above the lowest of the compared OMol25 structures with the same formula, charge and spin = 37.5 kcal per mole
Largest force on an atom = 0.6 eV/Å
HOMO energy = -8.13 eV
Total energy = -250.60718 a.u.
Kohn-Sham gap = 9.1 eV

Geometry as ORCA input:
```
! wB97M-V def2-TZVPD RIJCOSX def2/J DEFGRID3
* xyz 0 1
C -0.768 -1.416 -0.392
C 0.408 -0.440 -0.325
C 0.017 0.949 -0.847
C 0.802 -0.132 1.141
C 0.115 1.161 1.557
N -0.283 1.666 0.409
H -0.502 -2.382 0.050
H -1.083 -1.594 -1.426
H -1.628 -1.020 0.163
H 1.249 -0.843 -0.899
H -0.860 0.936 -1.505
H 0.838 1.451 -1.374
H -0.747 2.565 0.369
H 1.881 0.049 1.251
H 0.561 -0.951 1.828
*
```